Formula: C5H15N3
Source: the OMol25 dataset
Level of theory: ωB97M-V/def2-TZVPD

Its total charge is +2. The value obtained for the frontier orbital gap is 0.428 hartree. As for the total energy: -363.1899 a.u. For the highest occupied orbital energy, the calculation gives -18.047 eV.

Element x y z (Å)
C -0.4880 -0.5339 -0.4773
H -0.9650 0.1615 -1.1816
H -2.1429 1.7103 -0.2145
H 3.7370 -0.5035 -1.8920
C -0.4715 0.1977 0.8876
H 4.1442 -0.8484 -0.4254
C -2.5414 1.3654 0.7290
H 0.1634 1.0828 0.8343
H -2.1137 0.0345 2.2545
N 3.3549 -0.9863 -1.0781
N -1.8039 0.5123 1.4228
C 2.1193 -0.3723 -0.5180
H -4.3955 2.2506 0.5758
H -1.2241 -1.3430 -0.4604
H 2.2175 0.7132 -0.5264
H -0.0422 -0.4446 1.6550
H -3.9578 1.6775 2.1060
H 3.3508 -2.0106 -1.1484
N -3.6659 1.8682 1.1522
H 2.1210 -0.5864 0.5480
H 0.9236 -2.0593 -0.9469
C 0.8379 -0.9705 -1.1055
H 0.8422 -0.9153 -2.1907

Formula: C11H28F6NO10S2V2
Source: the OMol25 dataset
Level of theory: ωB97M-V/def2-TZVPD

Its total charge is +1. The spin multiplicity is 7. The value obtained for the frontier orbital gap (spin up / spin down) is 0.251 / 0.268 hartree. As for the total energy: -4526.3949 a.u. For the highest occupied orbital energy (spin up / spin down), the calculation gives -11.522 / -11.936 eV.

Element x y z (Å)
N -0.1067 0.2289 3.3283
F -1.6180 0.6278 5.6173
H -4.7170 -2.0524 -1.5190
O 0.5740 2.4786 4.4481
C -0.5998 0.3926 -1.0612
O -3.0437 -1.7359 0.8091
H -1.6703 -1.2382 -5.6846
O 0.3928 -1.8747 4.5376
H 2.0262 -3.7147 2.6654
O -0.6905 2.4640 2.3581
S 0.2860 1.8346 3.2345
F -0.7698 -0.9678 6.8182
O -0.5687 1.1493 -4.4170
H 4.6750 4.6631 -2.8800
H 3.6042 2.1718 -2.9193
H -0.5123 -0.6692 -1.3494
S 0.5866 -0.4649 4.6381
C 1.2223 -2.3418 1.2210
H 0.7859 -0.4348 -4.0936
F 1.5016 2.0155 0.9288
V -1.4772 -0.6414 2.0121
F 0.1639 0.9753 6.8219
O 4.4260 4.4802 -3.7917
C -2.9361 -2.5497 -0.3556
O -2.9703 0.7891 2.3755
C 2.0152 -3.5514 1.5860
H -0.3290 -3.3545 1.9212
H 2.4159 4.9043 -3.6359
C -3.6334 -1.9486 -1.5685
H -1.9054 -0.9313 -4.0147
H -3.2693 -2.4545 -2.4610
H 1.5911 -4.4463 1.1241
V -2.4239 2.2063 1.0791
H 0.4250 -0.0135 -5.7040
H -3.5687 0.6887 3.1163
C 3.0622 4.0358 -3.7908
H -0.7874 1.2184 -3.4841
H -0.7550 -2.1920 -4.4635
H 3.0451 -3.4219 1.2591
H -3.3288 -3.5481 -0.1458
H -1.2844 0.7435 -1.8465
C -1.1290 -1.2075 -4.7388
C -0.0583 -0.1350 -4.7334
O -1.1860 0.4407 0.2035
C -0.4727 0.0978 6.0871
H 1.9301 2.3760 -3.1836
O 1.8838 0.0128 4.9245
H 1.6639 -1.4135 1.5761
C 2.8096 2.9137 -2.8028
F 2.5145 0.7225 2.3303
H 1.1300 -2.2481 0.1336
H -3.3615 -0.8928 -1.6497
H 2.6749 3.1452 -1.7477
C 1.8627 1.8626 2.2043
H -3.9629 -1.4523 0.8787
H 2.9047 3.6301 -4.7881
H -1.8752 -2.6681 -0.5732
H 0.3839 0.8572 -1.1594
F 2.6057 2.8687 2.6057
O -0.1514 -2.4304 1.7192

Formula: C5H8O
Source: the OMol25 dataset
Level of theory: ωB97M-V/def2-TZVPD

The value obtained for the frontier orbital gap is 0.379 hartree. As for the total energy: -270.4455 a.u. For the highest occupied orbital energy, the calculation gives -9.409 eV.

Element x y z (Å)
H -2.4796 1.6432 1.2411
C 0.2805 0.8115 -0.1717
C 2.0400 -0.8815 -0.8461
H -1.7451 0.0410 1.3465
C -0.8858 1.1203 -0.1034
H 1.4317 -1.7498 -1.1186
H 0.8446 -0.6864 0.9894
H 2.1696 -0.2723 -1.7443
O -3.2011 0.3277 -0.1140
H 3.0256 -1.2377 -0.5351
H 2.1198 0.5036 0.8401
C 1.3811 -0.0543 0.2596
C -2.1214 0.8067 0.6416
H -2.8599 -0.3722 -0.6852

Formula: C3H6O2S
Source: the OMol25 dataset
Level of theory: ωB97M-V/def2-TZVPD

The value obtained for the frontier orbital gap is 0.312 hartree. As for the total energy: -666.5221 a.u. For the highest occupied orbital energy, the calculation gives -8.931 eV.

Element x y z (Å)
H -0.1497 1.0012 2.0255
C -0.1250 1.1983 -0.6618
H -1.4931 1.5248 0.7527
H -0.7374 1.1687 -1.5651
O -0.8265 2.0311 0.2894
H 0.8064 1.7318 -0.9503
C 0.2569 -0.2313 -0.2847
H 0.6331 -1.6171 1.2416
O -0.2537 0.0683 1.9569
S 0.1978 -1.4338 -1.3527
H 1.6716 -0.1494 1.2826
C 0.6591 -0.5527 1.0941

Formula: C2H4NO2
Source: the OMol25 dataset
Level of theory: ωB97M-V/def2-TZVPD

Its total charge is +1. The value obtained for the frontier orbital gap is 0.359 hartree. As for the total energy: -283.3646 a.u. For the highest occupied orbital energy, the calculation gives -16.578 eV.

Element x y z (Å)
O -2.2843 -0.0617 -0.1929
H 0.6504 -1.0979 0.1444
H -0.7789 -2.2400 0.1958
C 1.0133 1.2292 -0.1055
H 1.5280 0.3447 -0.3459
N -1.2244 -0.3212 -0.0452
H 1.6032 2.0484 -0.0003
O -0.1336 1.3207 0.1452
C -0.3737 -1.2222 0.2045

Formula: C5H5FS2
Source: the OMol25 dataset
Level of theory: ωB97M-V/def2-TZVPD

The value obtained for the frontier orbital gap is 0.297 hartree. As for the total energy: -1089.6920 a.u. For the highest occupied orbital energy, the calculation gives -8.851 eV.

Element x y z (Å)
S 1.4831 2.1978 -0.0718
H 0.2652 2.2488 -0.6956
C 0.3092 -0.2955 -0.2654
H 1.2978 -1.9523 -1.0713
H -2.5256 0.5266 1.3875
F -1.5811 1.0743 -0.8457
S 3.0124 -0.2462 0.1741
C 0.3821 -1.5388 -0.7457
C -1.6141 -0.0021 1.2124
C -1.0092 0.2282 0.0622
H -0.5021 -2.1239 -1.0578
C 1.5930 0.4666 -0.0638
H -1.1108 -0.5834 1.9810

Formula: C6H10O
Source: the OMol25 dataset
Level of theory: ωB97M-V/def2-TZVPD

The value obtained for the frontier orbital gap is 0.318 hartree. As for the total energy: -309.6372 a.u. For the highest occupied orbital energy, the calculation gives -8.558 eV.

Element x y z (Å)
H -1.2473 -1.2109 0.6859
H 2.6426 -2.1335 0.6950
H 0.7697 -0.2188 1.7393
C 0.9168 -0.4870 0.6878
H 0.3048 -3.4555 -0.2268
H -0.2936 2.7107 -0.8069
C -1.3217 2.3342 -0.7324
H -2.0432 2.9921 -1.2251
O 1.4191 0.6720 0.0667
C -0.3414 -1.1860 0.0676
H -0.6008 -0.7901 -0.9218
C -1.8046 1.7385 0.5205
H -0.8883 1.4522 1.0790
H 1.6805 0.4310 -0.8321
C 0.5283 -2.4253 0.0360
C 1.6266 -1.8109 0.4850
H -1.3474 1.3873 -1.3177

Energy relative to the best compared isomer or geometry (same formula, charge and spin) (eV)
0.6586 0.0000 3.0586 1.9561 5.2119 1.0792 5.5821